Entry 1:
# C23H18NO3PReS5SbSe

C23H18NO3PReS5SbSe as an isolated structure (the ωB97M-V functional and the def2-TZVPD basis, the OMol25 dataset).

Element x y z (Å)
Re: 0.89 -2.06 1.43
O: -1.19 -4.38 -1.70
S: -1.03 -3.24 -0.89
O: -1.81 -3.37 0.49
O: 0.36 -2.88 -0.52
C: -1.73 -1.79 -1.55
C: -2.49 -1.91 -2.70
C: -3.05 -0.77 -3.26
C: -2.82 0.46 -2.65
C: -2.04 0.56 -1.51
C: -1.47 -0.57 -0.93
P: -0.47 -0.22 0.59
C: 0.56 1.11 -0.07
C: 1.18 0.84 -1.29
C: 1.83 1.84 -1.98
C: 1.89 3.13 -1.45
C: 1.28 3.40 -0.23
C: 0.61 2.40 0.46
C: -1.67 0.42 1.77
C: -3.03 0.26 1.54
C: -3.95 0.88 2.37
C: -3.52 1.67 3.42
C: -2.16 1.81 3.68
C: -1.24 1.18 2.86
H: -2.64 -2.89 -3.15
H: -3.65 -0.85 -4.15
H: -3.25 1.36 -3.08
H: -1.86 1.54 -1.08
H: 1.13 -0.15 -1.72
H: 2.29 1.63 -2.93
H: 2.40 3.91 -1.99
H: 1.32 4.40 0.18
H: 0.09 2.66 1.38
H: -3.39 -0.34 0.71
H: -5.01 0.76 2.18
H: -4.24 2.18 4.06
H: -1.82 2.42 4.51
H: -0.18 1.32 3.06
S: 0.26 -4.24 5.03
Sb: -1.13 -2.68 4.44
S: 0.98 -1.18 3.34
S: -0.78 -3.67 1.82
S: -2.95 -1.56 4.69
Se: 3.14 -2.13 0.71
C: 3.80 -0.97 -0.68
C: 3.98 -1.38 -1.99
C: 4.59 -0.49 -2.86
N: 5.03 0.71 -2.48
C: 4.88 1.07 -1.21
C: 4.25 0.27 -0.26
H: 3.67 -2.36 -2.33
H: 4.75 -0.76 -3.89
H: 5.26 2.04 -0.93
H: 4.14 0.61 0.76

Values from the calculation:
E_LUMO: -8.8 eV
Orbital gap: 5.92 eV
Charge: +2

---

Entry 2:
# C23H19BaF10N5S

C23H19BaF10N5S as an isolated structure (the ωB97M-V functional and the def2-TZVPD basis, the OMol25 dataset).

Element x y z (Å)
Ba: 0.62 0.58 0.36
C: 2.06 -1.70 2.89
N: 0.73 -1.36 2.39
C: 0.02 -2.59 1.94
C: 0.04 -2.77 0.41
N: -0.34 -1.56 -0.32
C: -1.63 -1.19 -0.49
C: -1.87 0.00 -1.20
F: -0.75 0.68 -1.66
C: -3.11 0.57 -1.43
F: -3.20 1.72 -2.11
C: -4.24 -0.06 -0.95
F: -5.45 0.46 -1.16
C: -4.07 -1.24 -0.26
F: -5.15 -1.87 0.21
C: -2.83 -1.79 -0.03
F: -2.79 -2.94 0.68
C: -0.02 -0.68 3.47
C: -1.34 -0.06 2.99
N: -1.11 1.07 2.09
C: -1.71 2.27 2.30
C: -1.73 3.20 1.23
F: -1.09 2.84 0.07
C: -2.30 4.45 1.27
F: -2.25 5.24 0.19
C: -2.94 4.88 2.41
F: -3.52 6.08 2.47
C: -2.94 4.03 3.50
F: -3.52 4.43 4.64
C: -2.34 2.78 3.45
F: -2.33 2.09 4.61
H: 2.00 -2.30 3.80
H: 2.61 -2.26 2.14
H: 2.63 -0.79 3.11
H: 0.48 -3.48 2.39
H: -1.01 -2.55 2.28
H: 1.05 -3.01 0.11
H: -0.59 -3.63 0.18
H: -0.22 -1.37 4.30
H: 0.60 0.13 3.85
H: -1.93 -0.81 2.46
H: -1.91 0.19 3.88
C: 1.34 -1.44 -4.81
C: 2.49 -0.97 -3.99
C: 3.44 -0.09 -4.41
C: 4.46 0.26 -3.49
N: 4.51 -0.20 -2.25
C: 3.57 -1.08 -1.83
S: 3.48 -1.76 -0.30
N: 2.59 -1.44 -2.73
C: 5.55 1.20 -3.90
H: 1.38 -1.02 -5.81
H: 0.39 -1.14 -4.34
H: 1.34 -2.53 -4.88
H: 3.42 0.32 -5.41
H: 1.89 -2.08 -2.37
H: 5.39 1.61 -4.89
H: 6.50 0.66 -3.88
H: 5.63 2.01 -3.17

Values from the calculation:
E_LUMO: -0.6 eV
Orbital gap: 6.39 eV

---

Entry 3:
# C23H19BrMnN6O2S

C23H19BrMnN6O2S as an isolated structure (the ωB97M-V functional and the def2-TZVPD basis, the OMol25 dataset).

Element x y z (Å)
Mn: 0.23 -0.22 0.62
N: -2.94 2.85 1.33
C: -2.20 1.91 0.74
S: -0.88 2.37 -0.24
N: -2.58 0.65 0.97
N: -1.78 -0.25 0.50
C: -2.21 -1.44 0.19
C: -1.25 -2.30 -0.46
C: -1.52 -3.59 -0.89
C: -0.55 -4.30 -1.57
C: 0.68 -3.69 -1.82
C: 0.89 -2.41 -1.36
N: -0.03 -1.72 -0.68
H: -2.80 3.82 1.09
H: -3.77 2.59 1.85
H: -3.25 -1.69 0.30
H: -2.49 -4.02 -0.68
H: -0.75 -5.31 -1.90
H: 1.45 -4.20 -2.37
H: 1.83 -1.91 -1.55
N: 2.40 0.09 0.18
C: 3.16 -1.05 0.61
C: 4.44 -1.30 0.19
C: 5.15 -2.41 0.68
C: 4.57 -3.27 1.57
C: 3.24 -3.07 2.00
C: 2.55 -3.93 2.87
C: 1.26 -3.66 3.23
C: 0.64 -2.52 2.69
N: 1.24 -1.70 1.86
C: 2.53 -1.95 1.50
H: 2.45 0.84 0.92
H: 2.81 0.50 -0.66
H: 4.92 -0.62 -0.51
H: 6.17 -2.57 0.36
H: 5.12 -4.12 1.96
H: 3.06 -4.81 3.26
H: 0.71 -4.30 3.90
H: -0.38 -2.27 2.96
Br: 2.21 5.00 6.63
C: 1.04 3.82 5.72
C: -0.25 3.64 6.20
C: -1.11 2.79 5.53
C: -0.69 2.11 4.40
C: 0.61 2.30 3.93
C: 1.48 3.16 4.59
C: 1.10 1.57 2.73
O: 2.28 1.61 2.39
O: 0.20 0.90 2.07
H: -0.58 4.17 7.08
H: -2.12 2.64 5.91
H: -1.36 1.45 3.86
H: 2.49 3.29 4.23

Values from the calculation:
E_LUMO (alpha / beta): -4.5 / -4.4 eV
Orbital gap (alpha / beta): 6.24 / 6.32 eV
<S²>: 6.0762
Charge: +1
Spin multiplicity: 5

---

Entry 4:
# C23H19IN2PReSbSe4

C23H19IN2PReSbSe4 as an isolated structure (the ωB97M-V functional and the def2-TZVPD basis, the OMol25 dataset).

Element x y z (Å)
Re: -0.45 0.29 -2.30
Se: -1.58 5.03 -3.21
Sb: -1.88 3.15 -4.47
Se: 0.82 1.56 -3.61
Se: -2.48 1.10 -1.86
Se: -2.68 2.00 -6.29
N: 0.48 -0.21 -0.81
P: 0.41 0.34 0.84
C: -1.25 0.13 1.42
C: -1.84 -1.14 1.39
C: -3.14 -1.30 1.82
C: -3.85 -0.20 2.29
C: -3.27 1.06 2.33
C: -1.96 1.23 1.89
C: 0.96 2.04 0.89
C: 1.93 2.37 1.84
C: 2.33 3.69 1.98
C: 1.76 4.68 1.18
C: 0.79 4.34 0.25
C: 0.38 3.03 0.10
C: 1.58 -0.70 1.71
C: 2.92 -0.73 1.26
C: 3.83 -1.53 1.93
C: 3.43 -2.26 3.05
C: 2.12 -2.19 3.51
C: 1.19 -1.41 2.85
H: -1.28 -2.00 1.05
H: -3.60 -2.28 1.82
H: -4.87 -0.33 2.64
H: -3.82 1.91 2.71
H: -1.50 2.21 1.94
H: 2.37 1.62 2.48
H: 3.08 3.95 2.72
H: 2.08 5.71 1.29
H: 0.34 5.12 -0.36
H: -0.40 2.79 -0.61
H: 3.23 -0.12 0.43
H: 4.86 -1.56 1.61
H: 4.15 -2.87 3.58
H: 1.82 -2.74 4.40
H: 0.17 -1.34 3.21
I: 1.29 -2.41 -0.76
C: 0.10 -2.72 -2.45
C: 0.00 -4.00 -2.96
C: -0.80 -4.22 -4.07
C: -1.49 -3.15 -4.63
C: -1.35 -1.91 -4.07
N: -0.56 -1.67 -2.99
H: 0.54 -4.81 -2.50
H: -0.89 -5.21 -4.48
H: -2.13 -3.28 -5.49
H: -1.86 -1.05 -4.49

Values from the calculation:
E_LUMO (alpha / beta): -10.9 / -10.9 eV
Orbital gap (alpha / beta): 6.27 / 6.27 eV
Charge: +3

---

Entry 5:
# C23H19N2

An isolated ion of composition C23H19N2 and charge +1 (the ωB97M-V functional and the def2-TZVPD basis, the OMol25 dataset).

Element x y z (Å)
C: -0.16 -0.17 0.23
C: 0.18 0.21 1.68
C: 1.54 0.08 1.96
C: 2.07 0.66 3.13
C: 1.21 1.06 4.17
C: -0.18 1.05 3.95
C: -0.71 0.67 2.69
C: -1.60 -0.07 -0.19
C: -1.92 -1.20 -0.98
C: -3.23 -1.42 -1.41
C: -4.21 -0.48 -1.05
C: -3.87 0.70 -0.38
C: -2.56 0.90 0.12
C: -0.80 -2.13 -0.97
C: 0.25 -1.60 -0.18
C: 1.38 -2.40 0.07
C: 1.36 -3.76 -0.34
C: 0.32 -4.26 -1.15
C: -0.75 -3.43 -1.47
H: 2.19 -0.47 1.26
H: 3.15 0.68 3.22
H: 1.65 1.46 5.10
H: -0.82 1.28 4.80
H: -1.82 0.72 2.58
H: -3.49 -2.33 -1.97
H: -5.24 -0.61 -1.39
H: -4.65 1.43 -0.11
H: -2.33 1.73 0.77
H: 2.26 -2.04 0.61
H: 2.12 -4.46 0.06
H: 0.44 -5.26 -1.59
H: -1.57 -3.81 -2.09
C: 2.11 3.85 -2.21
C: 1.60 2.57 -1.67
C: 0.66 2.18 -0.77
N: 0.51 0.80 -0.82
C: 1.44 0.39 -1.65
N: 2.10 1.41 -2.18
H: 1.63 4.71 -1.77
H: 3.18 3.95 -2.07
H: 1.96 3.89 -3.27
H: 0.10 2.75 -0.04
H: 1.70 -0.62 -1.84
H: 2.83 1.36 -2.85

Values from the calculation:
E_LUMO: -2.6 eV
Orbital gap: 8.58 eV
SMILES: Cc1cn(C2(c3ccccc3)c3ccccc3-c3ccccc32)c[nH+]1
Charge: +1

---

Entry 6:
# C23H19N3O3S2

The molecule C23H19N3O3S2 (the ωB97M-V functional and the def2-TZVPD basis, the OMol25 dataset).

Element x y z (Å)
O: -0.86 -2.23 -0.95
C: -0.86 -1.05 -1.20
N: -0.11 -0.11 -0.55
C: 0.78 -0.28 0.50
C: 1.37 0.86 1.05
C: 2.27 0.75 2.09
C: 2.59 -0.50 2.58
C: 2.02 -1.64 2.05
C: 1.12 -1.54 1.01
H: 0.66 -2.42 0.59
H: 2.30 -2.60 2.46
S: 3.70 -0.61 3.96
O: 4.77 0.33 3.82
O: 3.99 -1.97 4.26
N: 2.77 0.01 5.23
C: 1.61 -0.57 5.63
N: 0.68 0.02 6.30
C: -0.35 -0.83 6.57
C: -0.21 -2.08 6.09
S: 1.30 -2.25 5.26
H: -0.88 -2.91 6.17
H: -1.19 -0.45 7.13
H: 2.88 0.98 5.47
H: 2.75 1.62 2.51
H: 1.12 1.83 0.65
H: -0.26 0.85 -0.82
C: -1.68 -0.46 -2.36
C: -0.81 -0.57 -3.59
C: 0.38 0.14 -3.69
C: 1.18 0.01 -4.82
C: 0.79 -0.82 -5.85
C: -0.39 -1.53 -5.76
C: -1.18 -1.41 -4.63
H: -2.11 -1.97 -4.56
H: -0.70 -2.19 -6.56
H: 1.42 -0.92 -6.73
H: 2.10 0.57 -4.88
H: 0.70 0.79 -2.89
C: -2.21 0.93 -2.07
C: -2.13 1.96 -3.00
C: -2.65 3.21 -2.70
C: -3.26 3.44 -1.48
C: -3.36 2.41 -0.56
C: -2.84 1.17 -0.85
H: -2.93 0.36 -0.13
H: -3.84 2.58 0.39
H: -3.66 4.42 -1.26
H: -2.58 4.00 -3.43
H: -1.66 1.78 -3.96
H: -2.54 -1.13 -2.49

Values from the calculation:
E_LUMO: 0.4 eV
Orbital gap: 8.96 eV
SMILES: O=C(Nc1ccc(S(=O)(=O)Nc2nccs2)cc1)C(c1ccccc1)c1ccccc1

---

Entry 7:
# C23H20AsF9GaN2O12S2

C23H20AsF9GaN2O12S2 as an isolated structure (the ωB97M-V functional and the def2-TZVPD basis, the OMol25 dataset).

Element x y z (Å)
Ga: 0.38 -0.34 -0.30
O: -1.16 3.51 0.14
As: -1.99 2.38 1.16
O: -2.64 3.09 2.46
O: -0.57 1.35 1.55
C: -3.39 1.36 0.29
C: -4.48 1.19 1.13
C: -5.63 0.57 0.67
C: -5.70 0.14 -0.65
C: -4.62 0.31 -1.49
C: -3.45 0.91 -1.03
S: -2.07 0.96 -2.16
O: -2.16 -0.23 -2.96
O: -2.10 2.22 -2.84
O: -0.95 0.89 -1.18
H: -0.47 3.07 -0.39
H: -4.41 1.57 2.14
H: -6.47 0.43 1.34
H: -6.61 -0.33 -1.01
H: -4.64 -0.05 -2.52
F: 4.01 0.25 2.59
C: 3.15 -0.75 2.85
F: 3.79 -1.64 3.63
F: 2.15 -0.24 3.56
C: 2.63 -1.36 1.51
O: 1.79 -0.47 0.98
C: 1.94 -2.73 1.83
F: 2.83 -3.71 2.11
F: 1.22 -3.13 0.78
F: 1.12 -2.62 2.87
C: 3.86 -1.62 0.56
F: 3.53 -2.48 -0.42
F: 4.22 -0.48 -0.03
F: 4.93 -2.11 1.19
C: -2.91 -5.34 -6.23
C: -2.65 -4.60 -4.94
C: -3.71 -4.22 -4.12
C: -3.47 -3.54 -2.93
C: -2.16 -3.25 -2.57
C: -1.09 -3.60 -3.38
C: -1.35 -4.27 -4.56
S: -1.86 -2.37 -1.06
C: -1.84 -3.73 0.08
O: -0.39 -1.98 -1.19
H: -3.96 -5.27 -6.52
H: -2.66 -6.40 -6.13
H: -2.30 -4.94 -7.04
H: -4.72 -4.44 -4.41
H: -4.29 -3.22 -2.30
H: -0.08 -3.29 -3.11
H: -0.52 -4.54 -5.21
H: -1.05 -4.41 -0.24
H: -2.81 -4.22 0.07
H: -1.62 -3.30 1.06
O: -0.98 -0.81 0.97
O: -1.01 0.08 2.07
C: 3.94 -1.28 -4.54
N: 3.28 -0.42 -3.57
C: 3.68 0.87 -3.37
C: 3.12 1.67 -2.45
C: 2.08 1.09 -1.64
O: 1.50 1.67 -0.70
N: 1.69 -0.20 -1.86
C: 2.25 -1.00 -2.82
O: 1.93 -2.15 -3.06
H: 4.64 -0.68 -5.12
H: 3.21 -1.73 -5.20
H: 4.48 -2.09 -4.04
H: 4.49 1.21 -4.01
H: 3.43 2.69 -2.30

Values from the calculation:
E_LUMO: 2.2 eV
Orbital gap: 8.40 eV
Charge: -1

---

Entry 8:
# C23H20Cl2CoN3O7

C23H20Cl2CoN3O7 as an isolated structure (the ωB97M-V functional and the def2-TZVPD basis, the OMol25 dataset).

Element x y z (Å)
Co: -1.11 -1.18 0.60
Cl: 2.13 -4.25 6.44
C: 1.71 -3.43 4.95
C: 2.68 -2.64 4.30
C: 2.39 -1.99 3.15
Cl: 3.61 -1.03 2.37
C: 1.08 -2.05 2.51
O: 0.83 -1.42 1.47
C: 0.13 -2.88 3.22
C: -1.20 -3.10 2.72
O: -1.66 -2.72 1.66
C: 0.46 -3.54 4.43
H: 3.68 -2.56 4.72
H: -1.84 -3.74 3.35
H: -0.29 -4.14 4.92
C: 0.46 1.22 3.21
C: -0.83 1.45 2.50
N: -1.46 0.60 1.73
C: -2.59 1.22 1.27
C: -2.65 2.48 1.78
N: -1.52 2.61 2.55
C: -3.57 3.64 1.66
O: -4.64 3.46 0.92
O: -3.30 4.68 2.22
C: -3.49 0.49 0.32
O: -4.55 1.07 -0.04
O: -3.09 -0.64 -0.03
H: 0.33 0.51 4.03
H: 0.86 2.15 3.62
H: 1.18 0.79 2.51
H: -1.29 3.45 3.06
H: -4.66 2.49 0.52
O: -0.22 -1.63 -1.24
N: -0.30 -0.38 -0.87
C: 2.39 -0.60 -2.21
C: 1.42 0.58 -2.44
C: 2.21 1.88 -2.28
C: 0.37 0.60 -1.34
C: 0.78 0.45 -3.82
C: 0.02 -0.68 -4.14
C: -0.55 -0.83 -5.39
C: -0.38 0.14 -6.37
C: 0.36 1.27 -6.07
C: 0.93 1.42 -4.81
H: 2.92 -0.46 -1.26
H: 3.12 -0.64 -3.03
H: 1.86 -1.54 -2.15
H: 2.63 1.92 -1.27
H: 1.57 2.76 -2.41
H: 3.03 1.93 -3.00
H: 0.17 1.54 -0.83
H: -0.15 -1.43 -3.37
H: -1.15 -1.71 -5.60
H: -0.82 0.02 -7.35
H: 0.50 2.05 -6.82
H: 1.50 2.33 -4.61

Values from the calculation:
E_LUMO (alpha / beta): 2.2 / 2.2 eV
Orbital gap (alpha / beta): 7.64 / 7.68 eV
<S²>: 0.8390
Charge: -1
Spin multiplicity: 2

---

Entry 9:
# C23H20N2O3S

The molecule C23H20N2O3S (the ωB97M-V functional and the def2-TZVPD basis, the OMol25 dataset).

Element x y z (Å)
O: -1.36 2.01 1.72
C: -1.27 0.81 1.69
N: -1.67 0.00 0.67
C: -1.87 0.48 -0.64
C: -1.12 0.00 -1.71
C: -1.34 0.51 -2.98
C: -2.28 1.49 -3.18
C: -3.01 1.99 -2.12
C: -2.82 1.48 -0.84
H: -3.38 1.86 -0.01
H: -3.75 2.77 -2.27
H: -2.45 1.89 -4.18
H: -0.75 0.13 -3.80
H: -0.36 -0.74 -1.53
N: -1.31 -1.33 0.91
C: -0.62 -1.46 2.08
O: -0.14 -2.47 2.53
C: -0.72 -0.11 2.77
C: 0.57 0.36 3.46
C: 1.56 1.04 2.52
H: 2.42 1.41 3.08
H: 1.09 1.86 1.98
S: 2.25 -0.14 1.26
O: 1.15 -0.44 0.33
C: 3.21 1.17 0.45
C: 4.47 1.50 0.93
C: 5.18 2.50 0.30
C: 4.64 3.16 -0.79
C: 3.39 2.82 -1.27
C: 2.67 1.81 -0.64
H: 1.69 1.51 -0.99
H: 2.97 3.33 -2.12
H: 5.20 3.94 -1.28
H: 6.17 2.77 0.66
H: 4.88 0.97 1.77
H: 0.31 1.08 4.24
H: 1.03 -0.51 3.93
H: -1.49 -0.22 3.54
C: -1.67 -2.37 0.03
C: -2.90 -2.33 -0.62
C: -3.26 -3.36 -1.47
C: -2.41 -4.43 -1.66
C: -1.19 -4.47 -1.00
C: -0.81 -3.44 -0.16
H: 0.13 -3.46 0.35
H: -0.52 -5.31 -1.15
H: -2.69 -5.23 -2.33
H: -4.21 -3.32 -1.98
H: -3.58 -1.50 -0.46

Values from the calculation:
E_LUMO: 0.6 eV
Orbital gap: 8.69 eV

---

It is found that the ΔE to the lowest compared entry with this formula, charge and spin values, taken in the order of the records, are 26.6; 18.2; 18.6; 0.0; 18.5; 14.1; 0.0; 6.6; 26.6 kcal/mol.